(1)
{"formula": "C31H27N8O3STi", "method": "the ωB97M-V functional and the def2-TZVPD basis", "elements": ["Ti", "C", "N", "C", "C", "N", "C", "C", "C", "C", "C", "C", "N", "C", "N", "C", "C", "C", "C", "C", "C", "N", "H", "H", "H", "H", "H", "H", "H", "H", "H", "H", "H", "H", "H", "H", "H", "S", "C", "C", "C", "C", "C", "C", "N", "C", "C", "C", "C", "C", "C", "C", "H", "H", "H", "H", "H", "H", "H", "H", "N", "C", "C", "O", "O", "H", "H", "H", "H", "O", "N"], "coordinates": [[-0.28851, -0.22741, 0.22345], [-2.87551, 0.20849, -1.36104], [-2.54868, -0.22945, 0.03043], [-3.19069, 0.56810, 1.11408], [-2.15032, 1.38473, 1.81367], [-0.87096, 1.35371, 1.45598], [-0.24357, 2.36972, 2.20997], [1.05679, 2.87162, 2.18080], [1.35240, 3.89912, 3.05186], [0.39064, 4.42945, 3.93019], [-0.90551, 3.95764, 3.95163], [-1.18831, 2.92641, 3.06467], [-2.38911, 2.26399, 2.78608], [-1.80489, 1.11967, -1.86347], [-0.62230, 1.21010, -1.27987], [0.09953, 2.17203, -2.00803], [1.33773, 2.76206, -1.77099], [1.76240, 3.70950, -2.67922], [0.97800, 4.07718, -3.78670], [-0.26643, 3.52654, -4.00893], [-0.68394, 2.57439, -3.08596], [-1.89285, 1.88598, -2.95380], [-3.85805, 0.68857, -1.39817], [-2.92251, -0.68559, -1.99038], [-2.89713, -1.18312, 0.09998], [-3.69794, -0.10676, 1.80925], [-3.96337, 1.22376, 0.70089], [1.80902, 2.48684, 1.50475], [2.34843, 4.31797, 3.05587], [0.66854, 5.23952, 4.58837], [-1.65317, 4.37933, 4.60574], [-3.29103, 2.47554, 3.18755], [1.94092, 2.50496, -0.91318], [2.71580, 4.19459, -2.53153], [1.34974, 4.83085, -4.46574], [-0.88172, 3.83072, -4.84135], [-2.70353, 1.98216, -3.54851], [4.13154, -0.24536, 1.52773], [3.19218, -0.22359, 2.97419], [3.66592, -0.26068, 4.28692], [2.73532, -0.26216, 5.30082], [1.36332, -0.21351, 5.01301], [0.89862, -0.16886, 3.71516], [1.83047, -0.18050, 2.66978], [1.57864, -0.16690, 1.28420], [2.72446, -0.20289, 0.59840], [2.81838, -0.23208, -0.87742], [3.90040, 0.30566, -1.56550], [3.94002, 0.23497, -2.95413], [2.91248, -0.36484, -3.67031], [1.83029, -0.93539, -3.00370], [1.81884, -0.84734, -1.63118], [4.72449, -0.29635, 4.49987], [3.06500, -0.30110, 6.32925], [0.65457, -0.19920, 5.82863], [-0.16472, -0.06703, 3.53607], [4.70540, 0.79299, -1.03138], [4.78498, 0.65334, -3.48077], [2.96233, -0.41561, -4.74881], [1.03885, -1.44700, -3.53426], [-0.79241, -1.90332, 1.67005], [-0.51888, -3.26364, 1.12464], [0.93967, -3.37867, 0.74667], [1.73899, -4.05521, 1.28689], [1.38301, -2.71782, -0.42707], [-0.22307, -1.78414, 2.51608], [-1.75412, -1.90256, 2.01468], [-1.15124, -3.43496, 0.25092], [-0.70693, -4.02858, 1.88147], [-0.48116, -1.51545, -1.16426], [0.81198, -1.49365, -0.81080]], "e_homo_ev": -16.83, "gap_ev": 6.647, "e_lumo_ev": -10.178, "charge": 3}

(2)
{"formula": "C32H26MnN4O5S4", "method": "the ωB97M-V functional and the def2-TZVPD basis", "elements": ["Mn", "C", "C", "C", "C", "N", "C", "C", "C", "C", "C", "C", "N", "H", "H", "H", "H", "H", "H", "H", "H", "S", "C", "C", "C", "C", "C", "C", "N", "C", "C", "C", "C", "C", "C", "C", "C", "N", "C", "C", "C", "C", "C", "S", "C", "H", "H", "H", "H", "H", "H", "H", "H", "H", "H", "H", "H", "C", "S", "C", "O", "H", "H", "H", "H", "H", "H", "O", "S", "O", "O", "O"], "coordinates": [[8.95899, 11.70428, 15.40524], [8.82249, 11.45696, 19.61898], [10.10004, 11.73900, 20.03194], [11.07935, 11.87756, 19.04474], [10.70064, 11.93765, 17.70972], [9.41818, 11.72987, 17.36334], [8.49502, 11.47271, 18.28394], [11.62253, 12.20444, 16.60507], [12.91223, 12.67171, 16.75958], [13.62814, 12.98915, 15.61048], [13.03686, 12.83563, 14.34682], [11.75252, 12.38842, 14.27856], [11.03391, 12.03899, 15.40108], [8.00304, 11.36169, 20.27892], [10.42031, 11.76927, 21.06160], [12.08611, 12.06754, 19.30648], [7.45156, 11.28230, 17.97855], [13.30413, 12.88469, 17.74311], [14.62241, 13.34321, 15.73193], [13.53170, 13.07479, 13.44472], [11.25957, 12.25016, 13.32391], [8.58323, 8.39323, 10.61768], [8.80247, 7.69714, 9.04489], [9.19464, 8.62869, 8.11578], [9.22874, 9.92489, 8.73420], [8.96381, 9.96228, 10.07477], [8.96163, 11.05748, 11.03631], [9.03555, 10.82806, 12.43598], [8.99073, 11.78027, 13.34559], [8.82859, 13.08836, 12.94043], [8.70625, 13.38629, 11.58509], [8.57186, 14.80567, 11.22385], [8.50562, 15.75958, 12.16170], [8.50753, 15.37949, 13.57645], [8.35615, 16.28348, 14.65925], [8.43727, 15.83756, 15.97254], [8.52687, 14.47189, 16.19727], [8.78050, 13.67115, 15.18614], [8.73443, 14.07396, 13.90419], [8.48214, 16.67352, 17.13864], [8.05086, 16.40267, 18.41915], [8.22390, 17.50544, 19.29267], [8.73427, 18.58979, 18.64437], [9.04206, 18.28944, 16.97777], [8.75422, 12.35857, 10.65078], [8.68172, 6.64681, 8.82501], [9.41993, 8.44453, 7.06156], [9.42034, 10.85698, 8.17721], [9.19201, 9.82458, 12.83963], [8.60831, 15.05791, 10.16198], [8.40279, 16.81462, 11.90162], [8.22229, 17.33869, 14.45143], [8.44757, 14.03859, 17.16908], [7.58184, 15.47026, 18.67360], [7.94801, 17.55210, 20.33319], [8.97327, 19.49035, 19.16298], [8.60490, 12.52638, 9.57980], [6.93251, 8.38045, 16.16294], [8.72864, 8.59828, 16.14038], [9.12924, 7.20715, 15.09736], [9.20032, 9.75976, 15.09062], [6.70499, 7.62150, 16.93517], [6.63393, 8.13511, 15.15438], [6.52391, 9.34736, 16.45910], [8.69988, 6.38200, 15.67565], [10.22906, 7.08362, 15.14330], [8.65192, 7.32943, 14.12369], [6.62289, 10.06490, 13.82336], [6.14061, 11.30843, 14.34057], [6.25971, 12.48691, 13.53974], [7.22366, 11.63919, 15.67960], [4.91726, 11.21545, 15.09302]], "multiplicity": 4, "e_homo_ev": [-12.86, -12.87], "s2": 3.85, "gap_ev": [5.267, 5.561], "e_lumo_ev": [-7.594, -7.304], "charge": 2}

(3)
{"formula": "C4H11NO", "method": "the ωB97M-V functional and the def2-TZVPD basis", "elements": ["C", "C", "O", "H", "H", "H", "H", "C", "N", "C", "H", "H", "H", "H", "H", "H", "H"], "coordinates": [[-1.03782, 3.08445, 0.41859], [-0.05225, 2.40515, -0.14943], [-0.29215, 1.31651, -0.98703], [-0.81065, 4.07234, 0.79712], [-2.02846, 2.65107, 0.48428], [1.01336, 2.60130, -0.09388], [0.13697, 0.61315, -0.44210], [1.32615, -1.84248, 0.65656], [-0.00473, -1.27570, 0.41745], [-0.56814, -1.48527, -0.89201], [1.80421, -2.24535, -0.22690], [1.30596, -2.70772, 1.35375], [2.00498, -1.16405, 1.17444], [-0.55959, -1.43574, 1.23808], [-1.24212, -0.65809, -1.07630], [0.23543, -1.57407, -1.62278], [-1.23115, -2.35549, -1.04985]], "e_homo_ev": -8.89, "gap_ev": 9.872, "e_lumo_ev": 0.984, "smiles": "C=CO.CNC", "charge": 0}

Across the entries above, max |F| takes the values 0.60, 2.95, 1.94 eV/Å, respectively.